# 1
C38H99F6N10O13PbS2 as an isolated structure at a distorted geometry. Source: the OMol25 dataset; level of theory: ωB97M-V/def2-TZVPD.

```
169
Properties=species:S:1:pos:R:3:forces:R:3:lowdin_charge:R:1
Pb -8.69593 -28.23606 -5.46018 -0.807 0.426 -1.096 1.599
C -4.36377 -28.03451 -4.85955 -0.903 -0.060 -0.335 -0.693
F -3.17124 -27.74125 -5.16243 2.870 2.107 -0.458 0.202
F -4.49528 -29.23205 -5.42720 -1.786 -0.573 1.019 0.142
F -4.49191 -28.00823 -3.53994 -0.604 -0.855 -0.192 0.137
S -5.57167 -26.78546 -5.71340 -0.640 -0.901 -3.857 0.748
O -4.86118 -25.54237 -6.04933 -1.552 -2.456 1.056 -0.264
O -6.05121 -27.58218 -6.90686 0.466 1.472 3.025 -0.390
N -6.97431 -26.69229 -4.64778 3.070 -0.410 -2.659 -0.437
S -6.58561 -25.43397 -3.81964 -0.888 5.654 4.859 0.603
O -5.19922 -25.43911 -3.34721 -1.440 -0.020 -0.920 -0.306
O -7.19715 -24.12132 -4.22469 1.382 -3.574 0.270 -0.306
C -7.54014 -25.83131 -2.16920 0.729 1.045 -1.227 -0.645
F -8.71070 -26.36544 -2.44478 -1.250 -1.031 -0.416 0.112
F -6.84301 -26.73836 -1.47444 -0.058 0.565 0.277 0.127
F -7.81463 -24.70896 -1.51168 0.970 -0.637 0.119 0.157
C -1.33506 -30.76252 -10.00194 -0.388 0.508 -0.001 -0.056
C -0.87921 -29.62232 -9.08758 -0.120 -0.096 -1.898 -0.451
C -2.07296 -28.83284 -8.54754 -0.239 -0.199 0.510 -0.137
O -2.99501 -29.61506 -7.73787 2.064 0.546 -0.622 -0.192
C -4.16923 -30.06692 -8.30902 -1.534 -0.518 0.593 -0.146
N -0.01198 -30.20606 -8.10328 -0.637 0.604 1.346 0.047
H -1.81958 -30.39550 -10.90673 0.094 -0.136 -0.208 0.073
H -2.05550 -31.36864 -9.45269 -0.001 -0.184 -0.002 0.074
H -0.46462 -31.37999 -10.22369 -0.180 -0.007 -0.423 0.078
H -0.25486 -28.92771 -9.64954 -0.299 0.358 -0.395 0.132
H -2.61682 -28.35995 -9.36528 -0.042 -0.127 -0.222 0.122
H -1.72405 -28.01557 -7.91632 0.062 -0.065 0.224 0.118
H -4.96866 -29.53568 -7.79251 -0.406 0.135 -0.375 0.048
H -4.33036 -31.11436 -8.05407 0.263 -0.332 0.089 0.083
H -4.34663 -30.03180 -9.38392 0.660 0.549 -0.232 0.085
H 0.29215 -31.09774 -8.46730 0.125 -0.139 0.443 0.063
H -0.71603 -30.35835 -7.39530 0.577 -0.895 1.045 0.065
C -7.61592 -30.47227 -1.54110 1.276 0.316 0.222 -0.026
C -7.64678 -29.98245 -2.99806 -1.892 -0.945 1.267 -0.402
C -7.52752 -31.13005 -3.99708 0.227 1.589 -0.482 -0.115
O -7.47086 -30.48146 -5.38322 0.184 -2.900 1.485 -0.338
C -7.03591 -31.50179 -6.30745 1.101 -0.917 -0.074 -0.089
N -9.01826 -29.42203 -3.15505 -0.402 0.203 -0.925 -0.040
H -8.21757 -29.80172 -0.92752 0.123 -0.002 0.021 0.086
H -6.59084 -30.36937 -1.18510 0.028 -0.332 0.331 0.077
H -7.96430 -31.48580 -1.34241 -0.025 -0.084 -0.376 0.093
H -6.86656 -29.23559 -3.14486 -0.186 0.134 -0.211 0.120
H -8.34293 -31.84844 -3.91263 -0.599 0.349 -0.379 0.130
H -6.69507 -31.75074 -3.66563 0.843 0.326 -0.962 0.139
H -7.49647 -32.48439 -6.20509 -0.792 0.147 0.596 0.095
H -5.99005 -31.73537 -6.10813 0.247 0.327 0.025 0.091
H -7.09722 -31.33137 -7.38230 -0.340 1.152 0.286 0.078
H -9.65919 -30.19439 -3.04200 -0.158 -0.443 -0.389 0.095
H -9.34512 -28.82404 -2.40963 0.759 0.555 0.274 0.065
C -8.10331 -18.81165 -5.79263 -0.896 0.891 -0.302 -0.060
C -7.98191 -20.26205 -6.18949 2.683 -1.885 1.233 -0.421
C -6.49003 -20.60534 -6.57101 -1.450 1.737 -1.650 -0.179
O -6.17290 -20.03676 -7.85271 -0.087 -0.382 -0.496 -0.200
C -7.04049 -20.39120 -8.94631 1.431 0.644 0.138 -0.105
N -8.15637 -21.02128 -4.95055 -0.914 -0.365 0.847 0.016
H -7.18568 -18.44534 -5.33233 0.141 -0.213 -0.018 0.083
H -8.88664 -18.69870 -5.04314 -0.077 -0.192 0.070 0.076
H -8.36486 -18.07426 -6.55155 0.173 -0.309 -0.424 0.077
H -8.61713 -20.76850 -6.91618 -0.434 0.894 -0.187 0.121
H -6.28509 -21.67589 -6.56725 -0.098 -0.164 0.083 0.116
H -5.86429 -20.05311 -5.86987 0.207 -0.386 0.058 0.120
H -7.21582 -21.46415 -9.02475 -0.485 -0.113 0.388 0.074
H -6.48151 -20.14654 -9.84952 0.198 0.070 0.002 0.081
H -7.91623 -19.74438 -8.99922 -0.404 -0.411 0.346 0.084
H -7.89743 -21.99366 -5.03726 -0.031 -0.218 -0.262 0.026
H -7.53184 -20.67653 -4.23557 0.028 0.289 0.185 0.073
C -4.37399 -22.72766 0.37259 -2.066 -0.676 2.304 -0.017
C -4.80526 -23.69660 1.61397 0.921 0.552 -0.502 -0.394
C -5.24824 -22.98619 2.92529 0.775 -1.205 -1.177 -0.208
O -4.17803 -22.16956 3.34023 -0.962 0.938 -0.725 -0.173
C -4.28679 -21.73105 4.66095 1.603 -0.172 1.208 -0.127
N -5.79802 -24.66875 1.17371 -0.294 0.819 -0.860 0.032
H -4.39077 -23.21457 -0.60247 0.701 -0.360 0.226 0.056
H -3.50872 -22.12746 0.65393 0.035 -0.258 -0.392 0.069
H -5.25600 -22.09006 0.31243 0.097 0.534 -0.099 0.065
H -3.94091 -24.28576 1.92041 0.597 0.324 0.100 0.111
H -5.36135 -23.81489 3.62426 -0.126 -0.138 0.454 0.116
H -6.23597 -22.53584 2.82694 0.075 0.705 -0.059 0.127
H -3.46050 -21.06748 4.91597 0.279 0.183 -0.653 0.085
H -4.03749 -22.59464 5.27753 -0.739 -0.178 0.582 0.089
H -5.13958 -21.15713 5.02353 -0.714 -0.482 -0.603 0.091
H -5.27392 -25.27137 0.55543 -0.583 -0.514 0.021 0.028
H -6.27497 -25.18160 1.90145 0.376 -0.117 0.137 0.075
C -3.03613 -26.84601 -0.49209 -0.279 -0.744 -0.494 -0.055
C -3.65841 -27.67089 0.62043 0.083 -2.370 0.129 -0.408
C -3.74421 -29.22283 0.30396 -0.310 0.290 1.732 -0.144
O -4.46658 -29.89428 1.41195 0.095 1.067 -1.607 -0.209
C -4.17304 -31.26727 1.59627 0.356 0.550 0.282 -0.120
N -2.80009 -27.51161 1.81315 -0.726 0.339 -0.224 0.043
H -3.32551 -25.80789 -0.32878 0.604 0.168 -0.134 0.072
H -3.28876 -27.11732 -1.51711 -0.492 0.005 0.019 0.058
H -1.97132 -27.06628 -0.41622 0.203 0.692 -0.074 0.075
H -4.67281 -27.35753 0.86720 -0.064 0.075 -0.023 0.112
H -2.74447 -29.65510 0.26201 0.361 0.103 0.028 0.109
H -4.19025 -29.43467 -0.66778 -0.482 0.056 -0.054 0.099
H -4.98367 -31.72764 2.16110 -0.165 0.089 -0.231 0.084
H -3.29085 -31.33904 2.23242 0.316 -0.257 -0.111 0.086
H -4.00454 -31.79289 0.65636 -0.057 -0.118 -0.090 0.080
H -2.35415 -26.62507 1.62531 0.375 0.244 0.686 0.055
H -2.06357 -28.20106 1.76516 0.184 -0.145 0.094 0.067
C -12.07505 -31.24966 -7.09628 -0.869 -0.720 -0.010 -0.069
C -10.86304 -30.45046 -6.78221 1.126 1.186 -2.128 -0.410
C -10.03577 -30.17194 -8.10858 0.403 -0.914 1.178 -0.155
O -8.93413 -29.26245 -7.86518 -0.356 -0.426 -1.125 -0.354
C -8.02635 -29.18847 -8.99811 -0.494 -1.154 -0.673 -0.064
N -11.30629 -29.17122 -6.14295 0.611 -1.054 0.577 0.019
H -12.71263 -30.57648 -7.66937 -0.508 -0.501 -0.049 0.097
H -12.53419 -31.56589 -6.15964 -0.431 0.485 0.164 0.090
H -11.97656 -32.22648 -7.56981 0.528 0.264 -0.582 0.096
H -10.23467 -31.04362 -6.11782 0.313 0.512 0.332 0.127
H -10.64021 -29.98227 -8.99558 -0.413 1.267 0.175 0.132
H -9.66953 -31.14523 -8.43518 0.657 -0.357 0.384 0.122
H -7.12679 -28.58041 -8.90245 -0.494 0.156 0.836 0.066
H -8.53326 -28.92484 -9.92636 -0.416 0.618 0.157 0.093
H -7.70943 -30.20167 -9.24526 0.331 -0.288 0.298 0.084
H -11.81156 -28.55226 -6.76077 0.225 -0.013 -0.748 0.085
H -12.05603 -29.51746 -5.56148 -0.124 0.363 0.810 0.075
C -10.06330 -24.21416 -7.77900 -0.785 1.071 1.090 -0.042
C -9.75838 -25.24300 -6.70685 -0.355 -0.554 -0.065 -0.393
C -10.90889 -25.49679 -5.67805 0.943 -0.982 -0.749 -0.102
O -10.39483 -26.41252 -4.60270 -1.690 0.933 -0.918 -0.335
C -11.47135 -26.84898 -3.74395 0.422 0.052 0.821 -0.103
N -9.39394 -26.47303 -7.44466 -0.214 -0.388 1.076 0.006
H -9.24661 -24.04163 -8.47996 0.319 0.122 0.513 0.067
H -10.35029 -23.32867 -7.21187 0.233 0.659 -0.563 0.085
H -10.91350 -24.44193 -8.42196 -0.273 -0.478 0.229 0.088
H -8.92579 -24.95822 -6.06358 0.378 0.262 -0.345 0.119
H -11.71893 -25.97482 -6.22889 -0.245 -0.511 0.149 0.115
H -11.35181 -24.57507 -5.30076 0.517 0.042 0.506 0.138
H -11.86451 -26.06043 -3.10230 -0.233 0.618 -0.675 0.103
H -11.11014 -27.50131 -2.94891 0.653 -0.369 -0.449 0.069
H -12.26883 -27.39721 -4.24550 0.035 0.299 -0.363 0.081
H -8.77965 -26.18955 -8.19459 0.967 0.014 -0.011 0.054
H -10.20610 -26.76517 -7.96921 -0.488 -0.311 0.069 0.081
C -0.81091 -29.31284 -2.87018 -0.137 0.385 -0.410 -0.056
C 0.36996 -28.48958 -3.40557 1.095 1.950 1.306 -0.380
C 0.02402 -26.99573 -3.71744 0.044 -0.815 -1.524 -0.158
O 1.04739 -26.20865 -4.43257 -0.489 -0.315 2.446 -0.195
C 1.07790 -26.31715 -5.82587 -0.649 -1.465 0.232 -0.115
N 1.47132 -28.37331 -2.37716 -0.553 -1.604 -0.717 0.033
H -1.58397 -29.25204 -3.63619 -0.178 -0.230 -0.073 0.057
H -1.29323 -28.98662 -1.94874 0.328 0.417 0.176 0.052
H -0.55432 -30.36208 -2.72403 0.233 0.074 -0.125 0.081
H 0.61642 -28.96134 -4.35678 0.863 -0.131 0.194 0.130
H -0.18334 -26.52746 -2.75524 0.027 0.424 -0.293 0.120
H -0.86562 -27.07754 -4.34190 -0.364 0.762 -0.151 0.089
H 1.60598 -27.23318 -6.09066 0.147 -0.108 -0.377 0.082
H 1.57336 -25.47943 -6.31662 -0.260 0.171 0.384 0.092
H 0.03319 -26.46093 -6.10156 -0.077 0.343 -0.918 0.071
H 2.19785 -27.72659 -2.64920 -0.073 0.098 -0.357 0.061
H 1.03268 -27.98565 -1.55410 0.028 0.021 0.202 0.054
C -7.82228 -24.41998 -11.33451 -1.768 -1.109 -0.173 -0.050
C -7.37840 -25.87135 -10.98348 1.384 2.144 -1.312 -0.432
C -6.40920 -26.39739 -12.03546 1.739 -1.249 0.740 -0.129
O -5.73490 -27.58044 -11.45140 -1.973 0.913 1.195 -0.224
C -4.89048 -28.31452 -12.23596 0.558 -0.631 -1.383 -0.150
N -6.79136 -25.77974 -9.67206 -0.040 -1.211 1.083 0.059
H -8.69506 -24.38536 -10.68248 -0.119 0.887 0.072 0.051
H -8.25254 -24.38778 -12.33548 0.177 0.077 -0.209 0.078
H -7.22146 -23.52350 -11.18136 0.574 -0.603 0.194 0.081
H -8.29989 -26.45341 -10.99590 0.134 -0.307 0.294 0.129
H -5.56377 -25.72751 -12.19233 -0.211 0.643 -0.089 0.129
H -6.86389 -26.57777 -13.00953 -0.179 -0.420 0.026 0.128
H -4.08398 -27.71011 -12.65109 0.008 0.184 -0.419 0.093
H -5.45812 -28.83581 -13.00677 0.108 0.148 -0.601 0.090
H -4.37883 -29.12937 -11.72377 -0.233 0.186 0.793 0.068
H -5.92337 -25.26384 -9.64893 -0.085 0.882 -0.410 0.096
H -6.39961 -26.68455 -9.45307 -0.248 -0.525 0.349 0.035
```
Forces are in eV/Å.

Output
energy	-4620.76079	a.u.
net charge	+1
energy relative to the best compared isomer or geometry (same formula, charge and spin)	80.2	kcal per mole

# 2
A 6-piece molecular cluster, C11H33F3N6O8S overall at a distorted geometry. Source: the OMol25 dataset; level of theory: ωB97M-V/def2-TZVPD.

```
62
Properties=species:S:1:pos:R:3:forces:R:3:nbo_charge:R:1
O -10.07984 2.73648 -5.52904 0.094 1.681 1.077 -0.805
H -10.23555 3.15096 -6.38084 -0.710 1.088 -1.753 0.532
H -10.91107 2.37401 -5.21396 -1.467 -1.090 0.981 0.567
H -9.43135 2.04948 -5.69962 2.058 -1.631 -0.089 0.535
C -13.51525 -0.52087 -5.57156 1.945 0.588 3.568 0.750
F -14.51098 0.30543 -5.69415 -1.851 0.207 -0.022 -0.312
F -13.92812 -1.79575 -5.43702 0.250 0.905 -1.089 -0.309
F -12.71444 -0.24459 -6.56817 0.796 -1.181 -1.972 -0.326
S -12.48199 -0.06666 -3.98571 0.056 0.038 2.005 2.278
O -11.59236 1.09514 -4.32324 -1.203 -1.220 -0.507 -1.071
O -13.48023 0.22913 -2.98197 -0.575 0.962 -0.769 -0.985
O -11.76801 -1.25560 -3.57681 0.711 -0.158 -1.440 -0.979
C -7.91905 5.71654 -6.58420 1.862 -0.911 -1.227 0.775
O -7.68002 4.52042 -6.47992 -0.365 -0.780 1.073 -0.693
N -7.14547 6.66435 -6.02594 0.414 0.944 0.973 -0.830
N -8.74789 6.16327 -7.52359 -0.872 1.304 -0.267 -0.831
H -6.38129 6.39716 -5.42201 -0.283 -0.002 -0.233 0.416
H -7.21489 7.62502 -6.32991 0.105 -0.258 0.347 0.387
H -9.40952 5.52578 -7.94304 -0.199 0.584 0.058 0.426
H -8.74487 7.16939 -7.61211 -0.935 -0.384 -0.563 0.388
C -10.03493 3.02690 -8.79299 0.189 1.892 1.833 0.761
O -10.80890 3.41381 -7.91290 -0.848 0.081 0.727 -0.735
N -10.38834 2.52448 -9.91319 -2.723 -2.313 -3.835 -0.798
N -8.75813 3.26379 -8.71766 2.599 0.052 0.107 -0.835
H -9.72376 2.21787 -10.60920 -0.432 0.109 0.164 0.396
H -11.38063 2.41812 -10.06856 0.259 -0.288 -0.180 0.416
H -8.46085 3.86633 -7.96357 1.071 -0.522 0.375 0.430
H -8.16987 2.91350 -9.46018 0.328 0.452 0.559 0.384
C -10.78147 5.49610 -3.18217 -0.141 1.323 0.176 -0.650
C -12.39708 5.57743 -3.13411 1.822 -2.382 -0.096 -0.057
C -13.02273 4.28734 -3.76755 0.969 -0.203 -0.571 -0.087
O -12.77547 4.18463 -5.20383 0.414 1.281 1.151 -0.571
C -13.82808 3.56222 -5.86223 -0.598 -0.808 -0.248 -0.249
N -12.81756 5.46924 -1.72641 -0.563 0.762 -0.817 -0.850
H -10.31826 6.44826 -2.92343 -0.660 0.811 0.371 0.198
H -10.21233 5.37923 -4.10441 -0.731 -0.942 -0.494 0.213
H -10.32183 4.91120 -2.38546 -0.503 -0.842 -0.219 0.205
H -12.68509 6.45956 -3.70595 -0.429 0.102 0.572 0.200
H -14.06058 4.08047 -3.50649 -0.386 0.978 -0.337 0.198
H -12.57661 3.41953 -3.28176 0.610 -0.150 0.003 0.190
H -13.75311 3.60741 -6.94871 0.749 0.014 -0.003 0.184
H -14.79679 4.02711 -5.67898 -0.169 0.065 0.521 0.159
H -13.82461 2.52213 -5.53620 -0.520 -0.134 -0.234 0.182
H -12.83027 6.33927 -1.21358 0.305 -0.158 0.022 0.368
H -12.28507 4.74239 -1.27008 0.007 0.240 0.184 0.367
C -9.09381 -0.26755 -7.38250 -0.434 -1.788 -0.161 -0.635
C -8.18056 -0.25176 -6.18131 0.840 0.356 1.411 -0.071
C -6.78447 -0.99415 -6.28716 -2.817 2.171 0.151 -0.079
O -6.16643 -0.28441 -7.34898 1.895 -3.170 -0.351 -0.564
C -4.97735 -1.09056 -7.70265 0.041 1.955 -0.905 -0.266
N -7.91541 1.19499 -5.94327 -0.105 -0.498 0.027 -0.857
H -9.81274 0.55170 -7.37511 0.417 0.215 -0.208 0.218
H -9.73884 -1.14405 -7.32103 -0.030 -0.242 0.004 0.227
H -8.54040 -0.41334 -8.31018 -0.032 0.636 -0.136 0.212
H -8.67576 -0.66163 -5.30103 -0.275 0.081 -0.003 0.213
H -6.97176 -2.06365 -6.38298 0.399 -0.096 -0.652 0.183
H -6.25472 -0.80375 -5.35376 0.158 -0.161 0.172 0.171
H -5.02982 -2.15512 -7.47443 -0.273 0.242 0.244 0.189
H -4.10174 -0.59859 -7.27914 0.040 -0.354 0.599 0.184
H -4.79345 -0.96825 -8.77005 -0.395 -0.170 -0.179 0.189
H -7.22075 1.36964 -6.65533 0.026 0.878 -0.278 0.384
H -7.42466 1.36259 -5.07657 0.097 -0.161 0.381 0.369
```
Forces are in eV/Å.

Output
energy	-2067.12457	a.u.
net charge	0
energy relative to the best compared isomer or geometry (same formula, charge and spin)	43.5	kcal per mole